The following is a DFT calculation (ωB97M-V/def2-TZVPD) of 2 unconnected molecules or ions with the total composition C2H5NO3 at a distorted geometry.

Each line ends with the Mulliken charge.
Element x y z (Å)
C (-0.4132, -0.5763, -0.1550)  -1.1288
C (0.8208, -0.1105, -0.7869)  0.1381
N (2.0732, -0.1835, 0.1666)  1.0322
O (1.8857, -0.3744, 1.3380)  -0.5518
O (3.1101, -0.0176, -0.3906)  -0.5554
O (0.7623, 1.9064, -0.1198)  -0.6048
H (-0.7799, -1.5743, -0.2831)  0.3646
H (-1.1739, 0.0624, -0.4947)  0.3337
H (-0.2151, -0.5085, 0.9749)  0.3123
H (0.9145, -0.0919, -1.8600)  0.3777
H (0.1776, 1.9093, 0.6044)  0.2822

Atoms 1-2, force components in eV/Å:
C 1.03 -0.20 2.65
C -0.21 3.22 3.69

- Orbital gap (spin up / spin down): 9.30 / 9.29 eV
- Energy relative to the best compared isomer or geometry (same formula, charge and spin): 160.1 kcal/mol
- Total charge: 0